{"formula": "C6H7NO", "method": "ωB97M-V/def2-TZVPD", "total_energy_ha": -362.72500, "total_charge": 0, "max_force_ev_per_a": 4.0, "symbols": ["N", "O", "C", "C", "C", "C", "C", "C", "H", "H", "H", "H", "H", "H", "H"], "xyz": [[-2.778, 0.402, 0.087], [-1.736, -0.673, -0.171], [-0.384, -0.148, -0.004], [0.476, -1.269, 0.033], [1.796, -1.097, 0.064], [2.280, 0.301, -0.082], [1.392, 1.321, -0.039], [-0.054, 1.169, 0.036], [-3.169, -0.043, 0.934], [-3.433, 0.295, -0.759], [-0.036, -2.273, 0.090], [2.553, -1.904, 0.245], [3.370, 0.588, -0.125], [1.719, 2.261, 0.154], [-0.713, 1.982, 0.184]], "lowdin_charge": [0.044, -0.171, -0.251, -0.070, -0.076, -0.088, -0.102, -0.001, 0.084, 0.111, 0.139, 0.116, 0.113, 0.063, 0.089]}

***

{"formula": "C6H7NO", "method": "ωB97M-V/def2-TZVPD", "total_energy_ha": -362.62224, "total_charge": 0, "max_force_ev_per_a": 6.3, "symbols": ["C", "C", "C", "C", "N", "O", "C", "C", "H", "H", "H", "H", "H", "H", "H"], "xyz": [[0.081, -1.382, 1.335], [-0.463, -0.101, 1.332], [-0.500, 0.923, 0.233], [-1.069, 2.203, 0.448], [-1.313, 3.329, 0.561], [-1.742, 4.458, 0.746], [-0.623, 0.510, -1.262], [0.708, 1.078, -0.824], [-0.143, -1.977, 2.128], [0.697, -1.792, 0.648], [-0.840, 0.435, 2.237], [-0.986, 1.335, -1.789], [-0.703, -0.483, -1.507], [1.626, 0.571, -0.608], [0.784, 2.022, -1.128]], "lowdin_charge": [0.057, -0.063, -0.344, 0.034, -0.094, -0.021, -0.032, -0.022, 0.014, 0.017, 0.116, 0.093, 0.086, 0.105, 0.052]}

***

{"formula": "C6H7NO", "method": "ωB97M-V/def2-TZVPD", "total_energy_ha": -362.63811, "total_charge": 0, "max_force_ev_per_a": 5.4, "symbols": ["C", "C", "C", "N", "C", "C", "C", "O", "H", "H", "H", "H", "H", "H", "H"], "xyz": [[-1.782, -1.989, -1.055], [-1.073, -1.155, -0.535], [0.372, -0.157, -0.628], [1.207, -0.392, -1.643], [0.187, 0.611, 0.423], [1.182, 1.396, 1.202], [-1.153, 0.190, 1.043], [-1.220, -0.100, 2.246], [-2.420, -2.743, -1.456], [1.319, -1.366, -1.912], [1.088, 0.222, -2.444], [2.208, 1.210, 0.873], [0.968, 2.464, 1.108], [1.115, 1.131, 2.261], [-1.997, 0.679, 0.518]], "lowdin_charge": [0.117, -0.078, -0.243, 0.101, -0.216, -0.032, -0.316, 0.034, 0.028, 0.111, 0.112, 0.082, 0.082, 0.085, 0.134]}

***

{"formula": "C6H7NO", "method": "ωB97M-V/def2-TZVPD", "total_energy_ha": -362.75446, "total_charge": 0, "max_force_ev_per_a": 2.4, "symbols": ["O", "C", "N", "C", "C", "C", "C", "C", "H", "H", "H", "H", "H", "H", "H"], "xyz": [[-3.141, 0.447, -0.061], [-2.379, -0.430, -0.354], [-1.046, -0.224, -0.452], [-0.288, 0.735, 0.360], [1.045, 1.211, -0.119], [1.889, -0.041, -0.370], [1.191, -1.105, -0.019], [-0.144, -0.723, 0.529], [-2.697, -1.492, -0.626], [-0.881, 1.341, 1.066], [0.984, 1.772, -1.089], [1.531, 1.864, 0.607], [2.913, 0.006, -0.827], [1.522, -2.127, -0.066], [-0.497, -1.233, 1.418]], "lowdin_charge": [0.058, -0.346, 0.031, -0.181, -0.137, -0.068, -0.051, -0.233, 0.153, 0.160, 0.129, 0.113, 0.121, 0.099, 0.152]}

***

{"formula": "C6H7NO2", "method": "ωB97M-V/def2-TZVPD", "total_energy_ha": -437.93515, "total_charge": 0, "max_force_ev_per_a": 3.0, "symbols": ["C", "C", "O", "C", "O", "N", "C", "C", "C", "H", "H", "H", "H", "H", "H", "H"], "xyz": [[-2.871, -0.288, -0.382], [-1.599, -0.465, -0.256], [-0.918, -0.044, 0.863], [0.397, -0.342, 1.058], [0.767, -1.692, 0.797], [1.628, -1.765, -0.320], [1.967, -0.573, -0.640], [1.361, 0.455, 0.162], [1.355, 1.789, 0.047], [-3.324, -0.557, -1.291], [-3.501, 0.308, 0.268], [-0.984, -0.914, -1.082], [0.562, -0.219, 2.182], [2.612, -0.375, -1.422], [0.642, 2.350, 0.681], [1.906, 2.334, -0.666]], "lowdin_charge": [0.027, -0.203, -0.018, -0.344, -0.068, 0.110, -0.107, -0.209, 0.116, 0.043, 0.073, 0.144, 0.188, 0.103, 0.092, 0.054]}

***

{"formula": "C6H7NO2", "method": "ωB97M-V/def2-TZVPD", "total_energy_ha": -437.88180, "total_charge": 0, "max_force_ev_per_a": 6.5, "symbols": ["C", "C", "C", "O", "C", "N", "C", "C", "O", "H", "H", "H", "H", "H", "H", "H"], "xyz": [[0.582, -2.423, -0.274], [0.093, -1.086, 0.063], [-1.305, -0.582, -0.272], [-2.062, -1.273, -0.948], [-1.280, 0.976, -0.247], [-0.550, 1.463, 0.811], [0.926, 1.337, 0.477], [1.156, -0.050, -0.050], [2.316, -0.558, -0.170], [0.057, -3.327, -0.647], [1.866, -2.303, -0.143], [-2.488, 1.409, -0.451], [-1.012, 1.603, -1.212], [-0.952, 1.042, 1.784], [1.383, 1.489, 1.490], [1.270, 2.283, -0.211]], "lowdin_charge": [0.177, -0.134, -0.336, 0.065, -0.268, -0.128, -0.112, -0.329, -0.025, 0.077, 0.163, 0.185, 0.157, 0.195, 0.136, 0.178]}

***

| no. | HOMO (eV) |
| --- | --- |
| 1 | -8.612 |
| 2 | -8.796 |
| 3 | -9.189 |
| 4 | -9.595 |
| 5 | -9.343 |
| 6 | -9.040 |